DFT (ωB97M-V with the def2-TZVPD basis set) results for 15 unconnected molecules or ions with the total composition C55H90N10O15 at a distorted geometry.

Computed properties:
HOMO level   -11.0930 eV
M   1131.380 Da
Multiplicity   1

Last columns: bonded neighbours and bond lengths (Å).
Positions of all 170 atoms, in Å:
1 O 3.9292 -6.8488 -1.3220  C48 1.435, C51 1.341
2 O -1.0361 4.2155 -0.3789  C36 1.328, C40 1.484
3 O -3.4735 -3.2568 -2.6907  C60 1.348, C65 1.418
4 O 4.2898 -8.7174 -2.4830  C51 1.163
5 O -0.1601 0.6484 -3.2535  C46 1.351, C47 1.478
6 O -1.6412 2.2615 -3.4827  C46 1.345, C54 1.457
7 O -4.1227 -1.6457 -4.1414  C60 1.177
8 O -4.3451 -1.4388 -1.9040  C52 1.451, C60 1.352
9 O 1.3489 0.4615 -0.3508  C31 1.500, C42 1.281
10 O 2.7297 -8.6403 -0.8499  C51 1.375, C61 1.432
11 O -0.8813 6.3041 0.2463  C29 1.491, C36 1.349
12 O 0.5161 2.7571 -3.1758  C46 1.157
13 O 1.8411 -1.5559 -1.0413  C42 1.171
14 O -0.3175 4.6651 1.6685  C36 1.174
15 O -0.2000 -1.0535 -0.2944  C42 1.361, C70 1.474
16 N -0.9015 -5.0410 0.4414  C74 1.143
17 N 4.2051 2.0467 -7.0173  C80 1.148
18 N 3.2172 3.6818 2.3521  C68 1.164
19 N -3.7715 1.9516 -0.1301  C55 1.153
20 N 7.8701 -1.7842 -1.7946  C30 1.153
21 N -5.0731 2.7398 4.0374  C53 1.177
22 N -2.3168 6.5534 4.5436  C37 1.157
23 N 1.4105 -0.3651 3.0755  C35 1.150
24 N -3.5693 -2.2470 2.5535  C56 1.145
25 N 3.5763 -4.6832 -4.9044  C49 1.158
26 C 3.3988 0.5295 4.5307  C35 1.471, C38 1.538, H100 1.098, H157 1.099
27 C 4.8832 -3.4325 -0.0825  C59 1.504, H102 1.089, H113 1.088, H130 1.104
28 C 1.3791 -4.5420 -3.4622  C49 1.477, C76 1.549, H109 1.090, H144 1.084
29 C -1.3611 6.3969 -1.1619  O11 1.491, C40 1.497, H91 1.092, H138 1.090
30 C 6.9983 -2.4556 -2.1406  N20 1.153, C75 1.503
31 C 0.1964 1.1749 0.2913  O9 1.500, C70 1.523, H87 1.086, H106 1.095
32 C 2.6524 5.4630 -0.9870  C62 1.512, H97 1.096, H146 1.094, H152 1.092
33 C -1.8593 0.8459 4.1951  C57 1.511, H88 1.098, H132 1.088, H148 1.098
34 C -2.5207 3.2409 3.7974  C53 1.437, C57 1.532, H101 1.095, H135 1.090
35 C 2.2764 0.0406 3.7150  N23 1.150, C26 1.471
36 C -0.6488 5.0239 0.6011  O2 1.328, O11 1.349, O14 1.174
37 C -1.4488 7.0809 3.9898  N22 1.157, C45 1.452
38 C 4.7621 0.0049 4.0509  C26 1.538, C63 1.535, H159 1.095, H160 1.083
39 C -6.5555 1.2073 -2.7092  C77 1.506, H81 1.093, H98 1.100, H116 1.098
40 C -1.6134 4.9658 -1.5220  O2 1.484, C29 1.497, H124 1.084, H158 1.086
41 C 0.1420 -3.5708 3.5157  C64 1.505, C78 1.572, H122 1.093, H163 1.090
42 C 1.0929 -0.7673 -0.6067  O9 1.281, O13 1.171, O15 1.361
43 C 3.6016 0.5546 -3.6918  C66 1.526, H136 1.100, H143 1.086, H156 1.090
44 C 0.9903 6.9861 3.4582  C45 1.565, C73 1.530, H126 1.100, H153 1.092
45 C -0.3967 7.6497 3.1662  C37 1.452, C44 1.565, H121 1.096, H155 1.097
46 C -0.3434 1.9869 -3.2621  O5 1.351, O6 1.345, O12 1.157
47 C -1.4200 -0.0449 -3.5944  O5 1.478, C54 1.535, H162 1.094, H166 1.078
48 C 3.1718 -6.4785 -0.1602  O1 1.435, C61 1.549, H92 1.095, H117 1.092
49 C 2.5733 -4.6155 -4.3289  N25 1.158, C28 1.477
50 C 4.1524 -0.3159 -5.9618  C66 1.532, C80 1.443, H137 1.095, H170 1.098
51 C 3.7108 -8.1269 -1.6658  O1 1.341, O4 1.163, O10 1.375
52 C -4.0389 -2.1595 -0.6824  O8 1.451, C65 1.560, H84 1.092, H112 1.100
53 C -3.9188 2.9616 3.9781  N21 1.177, C34 1.437
54 C -2.4711 1.0648 -3.4572  O6 1.457, C47 1.535, H86 1.097, H118 1.103
55 C -4.8386 1.5160 -0.1736  N19 1.153, C79 1.467
56 C -4.5647 -2.4396 3.0866  N24 1.145, C72 1.465
57 C -1.7280 2.0384 3.2766  C33 1.511, C34 1.532, H145 1.081, H161 1.079
58 C -0.3547 -3.4035 -4.9427  C76 1.543, H85 1.098, H114 1.100, H150 1.094
59 C 4.6575 -3.0326 -1.5148  C27 1.504, C75 1.562, H93 1.097, H151 1.096
60 C -4.0106 -2.0737 -3.0503  O3 1.348, O7 1.177, O8 1.352
61 C 2.1566 -7.6383 -0.0028  O10 1.432, C48 1.549, H127 1.100, H147 1.089
62 C 2.6421 3.9555 -1.1037  C32 1.512, C69 1.507, H111 1.094, H142 1.088
63 C 5.0591 0.5215 2.6358  C38 1.535, H82 1.094, H104 1.093, H123 1.092
64 C 1.3302 -4.4834 3.6632  C41 1.505, H83 1.091, H120 1.088, H169 1.097
65 C -3.4818 -3.4828 -1.2912  O3 1.418, C52 1.560, H131 1.098, H134 1.081
66 C 3.2272 -0.4770 -4.7515  C43 1.526, C50 1.532, H129 1.089, H168 1.092
67 C -7.0227 -0.4760 3.5391  C71 1.493, H90 1.095, H107 1.082, H164 1.106
68 C 3.3999 3.5280 1.2131  N18 1.164, C69 1.455
69 C 3.6288 3.2639 -0.1993  C62 1.507, C68 1.455, H110 1.086, H141 1.088
70 C -0.8878 0.1057 0.3020  O15 1.474, C31 1.523, H103 1.088, H165 1.091
71 C -7.0152 -1.9041 3.1026  C67 1.493, C72 1.530, H96 1.099, H154 1.092
72 C -5.8465 -2.6330 3.7698  C56 1.465, C71 1.530, H108 1.092, H119 1.087
73 C 1.5637 7.3569 4.8274  C44 1.530, H89 1.085, H99 1.086, H139 1.078
74 C -0.4641 -4.2571 1.1490  N16 1.143, C78 1.489
75 C 5.8255 -3.3184 -2.5119  C30 1.503, C59 1.562, H105 1.092, H167 1.096
76 C 0.4881 -3.2901 -3.6547  C28 1.549, C58 1.543, H94 1.091, H95 1.090
77 C -7.0168 1.6459 -1.3438  C39 1.506, C79 1.500, H115 1.097, H149 1.087
78 C -0.1223 -3.1106 2.0361  C41 1.572, C74 1.489, H128 1.094, H140 1.078
79 C -6.2319 1.0571 -0.2093  C55 1.467, C77 1.500, H125 1.092, H133 1.081
80 C 4.1264 0.9937 -6.5663  N17 1.148, C50 1.443
81 H -6.6402 0.1206 -2.7927  C39 1.093
82 H 5.1260 1.6129 2.6263  C63 1.094
83 H 1.1335 -5.3184 2.9889  C64 1.091
84 H -3.2767 -1.6158 -0.1200  C52 1.092
85 H -0.9954 -2.5281 -5.1147  C58 1.098
86 H -3.0758 1.0311 -4.3720  C54 1.097
87 H 0.5530 1.3901 1.2941  C31 1.086
88 H -1.4243 1.0777 5.1766  C33 1.098
89 H 2.5037 6.8399 4.9883  C73 1.085
90 H -7.8800 0.0918 3.1622  C67 1.095
91 H -0.6468 6.8685 -1.8406  C29 1.092
92 H 2.6705 -5.5219 -0.3439  C48 1.095
93 H 4.3802 -1.9730 -1.5832  C59 1.097
94 H 1.1986 -2.4676 -3.7503  C76 1.091
95 H -0.0692 -3.0487 -2.7494  C76 1.090
96 H -7.9733 -2.4178 3.2614  C71 1.099
97 H 3.6173 5.8747 -1.3049  C32 1.096
98 H -5.5112 1.5110 -2.8720  C39 1.100
99 H 0.8861 6.9982 5.5965  C73 1.086
100 H 3.3621 1.6254 4.4821  C26 1.098
101 H -2.2059 3.5176 4.8085  C34 1.095
102 H 3.9952 -3.2949 0.5332  C27 1.089
103 H -1.7551 0.3316 -0.3156  C70 1.088
104 H 4.2503 0.2289 1.9619  C63 1.093
105 H 6.1409 -4.3603 -2.4245  C75 1.092
106 H -0.0335 2.0622 -0.3084  C31 1.095
107 H -7.0181 -0.4399 4.6201  C67 1.082
108 H -6.0686 -3.7016 3.7415  C72 1.092
109 H 0.8241 -5.4668 -3.6177  C28 1.090
110 H 3.6324 2.1862 -0.3338  C69 1.086
111 H 2.8999 3.6681 -2.1273  C62 1.094
112 H -4.9827 -2.3089 -0.1369  C52 1.100
113 H 5.3449 -4.4102 0.0399  C27 1.088
114 H 0.2859 -3.5375 -5.8265  C58 1.100
115 H -6.9737 2.7384 -1.2538  C77 1.097
116 H -7.1229 1.6809 -3.5210  C39 1.098
117 H 3.8310 -6.4004 0.7076  C48 1.092
118 H -3.0617 1.0847 -2.5261  C54 1.103
119 H -5.7504 -2.4522 4.8375  C72 1.087
120 H 2.2678 -4.0358 3.3388  C64 1.088
121 H -0.7088 7.5026 2.1254  C45 1.096
122 H -0.7073 -4.1486 3.8878  C41 1.093
123 H 6.0212 0.1163 2.3166  C63 1.092
124 H -1.0865 4.5749 -2.3844  C40 1.084
125 H -6.2867 -0.0294 -0.3061  C79 1.092
126 H 0.8989 5.8921 3.3925  C44 1.100
127 H 1.1388 -7.3566 -0.3091  C61 1.100
128 H -0.9330 -2.3791 1.9772  C78 1.094
129 H 2.1831 -0.3453 -5.0318  C66 1.089
130 H 5.6251 -2.7351 0.3428  C27 1.104
131 H -4.1890 -4.2636 -0.9818  C65 1.098
132 H -1.2472 0.0129 3.8553  C33 1.088
133 H -6.7119 1.2219 0.7452  C79 1.081
134 H -2.4948 -3.7548 -0.9437  C65 1.081
135 H -2.4148 4.1304 3.1761  C34 1.090
136 H 3.3640 1.5809 -4.0068  C43 1.100
137 H 5.1830 -0.5072 -5.6452  C50 1.095
138 H -2.2422 7.0375 -1.1982  C29 1.090
139 H 1.8563 8.3904 4.9192  C73 1.078
140 H 0.7631 -2.6286 1.6548  C78 1.078
141 H 4.6310 3.6356 -0.4052  C69 1.088
142 H 1.6405 3.5676 -0.9301  C62 1.088
143 H 4.6537 0.5372 -3.4234  C43 1.086
144 H 1.7242 -4.6373 -2.4393  C28 1.084
145 H -2.0484 1.8182 2.2679  C57 1.081
146 H 2.0078 5.9223 -1.7420  C32 1.094
147 H 2.0768 -7.9922 1.0236  C61 1.089
148 H -2.8758 0.4619 4.3519  C33 1.098
149 H -8.0285 1.2990 -1.1484  C77 1.087
150 H -1.0489 -4.2467 -4.8874  C58 1.094
151 H 3.8037 -3.5575 -1.9586  C59 1.096
152 H 2.4151 5.8045 0.0224  C32 1.092
153 H 1.6850 7.2584 2.6603  C44 1.092
154 H -6.9229 -1.9764 2.0174  C71 1.092
155 H -0.3761 8.7348 3.3246  C45 1.097
156 H 3.0469 0.3316 -2.7805  C43 1.090
157 H 3.1741 0.1229 5.5270  C26 1.099
158 H -2.6489 4.6857 -1.6923  C40 1.086
159 H 4.7214 -1.0861 3.9727  C38 1.095
160 H 5.4990 0.3672 4.7564  C38 1.083
161 H -0.6991 2.3088 3.0954  C57 1.079
162 H -1.3098 -0.4452 -4.6066  C47 1.094
163 H 0.2371 -2.6529 4.0950  C41 1.090
164 H -6.1190 0.0086 3.1252  C67 1.106
165 H -1.1986 -0.1121 1.3245  C70 1.091
166 H -1.6211 -0.8225 -2.8754  C47 1.078
167 H 5.5227 -3.0623 -3.5339  C75 1.096
168 H 3.2634 -1.5077 -4.3913  C66 1.092
169 H 1.4576 -4.9151 4.6634  C64 1.097
170 H 3.8591 -1.0424 -6.7314  C50 1.098